The molecule C4H8N2O, computed with the ωB97M-V functional and the def2-TZVPD basis.

Results
SMILES: CC1=NCCN1O
HOMO energy (eV): -8.69
Energy relative to the best compared isomer or geometry (same formula, charge and spin) (eV): 6.314
HOMO-LUMO gap (eV): 9.2

ORCA input file:
```
! RIJCOSX wB97M-V def2-TZVPD def2/J DEFGRID3
* xyz 0 1
C 1.994 -0.916 -0.111
C 0.556 -0.613 0.004
N -0.423 -1.407 -0.022
C -1.729 -0.739 0.024
C -1.117 0.805 -0.244
N 0.261 0.713 -0.342
O 0.740 1.854 0.048
H 2.494 -0.063 0.465
H 2.648 -0.873 -1.130
H 2.048 -1.970 0.523
H -2.486 -1.005 -0.839
H -2.339 -0.862 1.049
H -1.688 1.478 0.647
H -1.458 1.503 -1.170
H 0.497 2.095 1.098
*
```

Löwdin atomic charge list, values in e, 2 entries: -0.0434 -0.4426